Record 1
{
  "formula": "HNO2S2",
  "method": "ωB97M-V/def2-TZVPD",
  "species": ["N", "O", "O", "S", "S", "H"],
  "xyz": [[2.996490, -0.736293, -0.340506], [3.443228, -0.746853, 0.747263], [1.965510, -1.042440, -0.914077], [-0.286696, -1.566298, 0.164473], [-2.168346, -1.287404, -0.039878], [-0.042584, -0.467581, 0.787868]],
  "forces_ev_per_a": [[-0.3937, 0.0480, -1.8602], [-0.7705, -0.2937, 0.2618], [1.9213, 0.4664, 1.2926], [0.0066, -1.6562, -0.2758], [-1.5797, -0.0198, -0.2759], [0.8160, 1.4553, 0.8574]],
  "e_homo_ev": [-9.11, -8.66],
  "e_tot_ev": -27267.0190
}


Record 2
{
  "formula": "C16H22N3O2S",
  "method": "ωB97M-V/def2-TZVPD",
  "species": ["C", "O", "C", "C", "C", "C", "C", "N", "C", "C", "C", "S", "C", "N", "C", "C", "C", "N", "C", "C", "O", "C", "H", "H", "H", "H", "H", "H", "H", "H", "H", "H", "H", "H", "H", "H", "H", "H", "H", "H", "H", "H", "H", "H"],
  "xyz": [[5.336079, -1.054579, 2.516814], [3.963081, -0.805265, 2.725131], [3.127474, -0.748705, 1.658009], [3.553144, -0.893238, 0.342313], [2.676649, -0.812303, -0.726456], [1.329478, -0.593410, -0.501703], [0.352173, -0.497459, -1.642106], [-0.500276, 0.719687, -1.510577], [-0.717230, 1.471366, -2.766932], [-1.425214, 0.641724, -3.831670], [-2.763333, 0.068966, -3.383779], [-3.937505, 1.342731, -2.767121], [-3.938208, 1.033853, -1.054571], [-5.002613, 1.494178, -0.420243], [-5.121710, 1.231049, 0.862071], [-4.174753, 0.462171, 1.541696], [-3.061560, 0.087982, 0.817919], [-2.916088, 0.389194, -0.475174], [0.890676, -0.453410, 0.808417], [1.751437, -0.524251, 1.897509], [1.132459, -0.351339, 3.088971], [1.815436, -0.505914, 4.319671], [5.499495, -2.021959, 2.033984], [5.802543, -0.261377, 1.925781], [5.778372, -1.069182, 3.511170], [4.595766, -1.067024, 0.136232], [3.054993, -0.929608, -1.729662], [0.908842, -0.446475, -2.578942], [-0.296028, -1.376389, -1.672889], [-0.037929, 1.334160, -0.833696], [-1.494950, 0.481952, -1.084706], [-1.326218, 2.347314, -2.531904], [0.246200, 1.811832, -3.153209], [-0.794864, -0.185447, -4.161439], [-1.587904, 1.291501, -4.692157], [-2.660670, -0.683143, -2.604538], [-3.265940, -0.381804, -4.238389], [-5.997118, 1.635134, 1.350160], [-4.288348, 0.199807, 2.578447], [-2.249248, -0.465368, 1.269957], [-0.151154, -0.292827, 1.035804], [2.594585, 0.246620, 4.445143], [2.250018, -1.501747, 4.414230], [1.049965, -0.368998, 5.082433]],
  "forces_ev_per_a": [[0.3116, -0.0471, -0.0284], [-0.4894, 0.0863, -0.0585], [-0.0087, -0.0095, 0.0221], [0.0522, -0.0181, 0.1772], [-0.2032, 0.0119, -0.0571], [0.0376, 0.0493, 0.0362], [0.4134, -0.3685, 0.0751], [-0.0721, 0.1035, 0.2699], [-0.0732, 0.1950, -0.6872], [-0.0162, 0.0421, 0.2871], [-0.3137, 0.4222, 0.0203], [0.1023, -0.2612, -0.4659], [0.2838, -0.1440, 0.2355], [-0.2643, 0.2508, -0.4837], [0.3230, -0.2970, 0.3781], [0.0282, 0.0894, -0.1981], [-0.2621, -0.0087, 0.3325], [-0.4957, 0.0547, 0.0237], [0.2693, -0.0719, 0.0578], [-0.1203, 0.0410, -0.0758], [0.0041, 0.0355, -0.4383], [0.1613, -0.0302, 0.5859], [-0.0176, 0.0371, 0.0043], [-0.0287, -0.0343, 0.0096], [0.0200, -0.0096, -0.1069], [0.1302, -0.0099, 0.0328], [0.0530, 0.0023, -0.1437], [-0.1401, 0.0368, 0.0066], [-0.0898, 0.1112, -0.0788], [-0.0913, -0.0622, -0.1091], [0.5575, 0.0708, -0.1889], [0.0989, -0.0613, 0.0937], [-0.0151, -0.0170, 0.1567], [0.0555, 0.0157, -0.0861], [0.1040, -0.0002, -0.0209], [-0.0346, -0.0804, -0.0528], [0.0094, -0.0810, 0.0742], [-0.0559, -0.0021, 0.1317], [0.0041, -0.0206, 0.1301], [-0.0104, -0.0211, 0.1076], [-0.1639, 0.0204, 0.0772], [-0.0871, -0.0729, -0.0016], [-0.0395, 0.0732, -0.0009], [0.0738, -0.0201, -0.0433]],
  "e_homo_ev": -10.95,
  "total_charge": 1,
  "e_tot_ev": -36342.9709
}


So what do the calculations give for relative energy (zero: lowest compared OMol25 entry of this formula, charge and spin)? Going down the list: 221.6; 0.0 kJ/mol.